(1)
Density functional theory data (the ωB97M-V functional and the def2-TZVPD basis) for C4H12N2S in the gas phase.

Structure (ORCA input):
```
! wB97M-V def2-TZVPD RIJCOSX def2/J DEFGRID3
* xyz 0 1
C 0.9118 -0.4263 -1.0141
N -0.4364 -0.1665 -0.7300
C -0.9634 0.8254 0.2185
C -1.4559 0.6885 1.6602
S -0.1398 0.3283 2.8215
C 1.1274 -1.3108 -2.2244
N 1.0322 -0.3881 -3.3520
H 1.5521 0.4556 -1.2531
H 1.4377 -0.7662 -0.1011
H 0.9514 0.9199 2.3317
H -1.7488 1.3296 -0.2040
H -0.1587 1.6841 0.2390
H -1.9633 1.5226 2.1168
H -2.0119 -0.2794 1.6271
H 0.3121 -1.9333 -2.6142
H 2.2291 -1.6374 -2.1494
H 0.3191 0.3279 -3.1152
H -1.1555 -0.5361 -1.2505
H 0.5829 -1.1184 -4.0372
*
```

- E_HOMO (eV) = -8.51
- SMILES = NCCNCCS
- gap between HOMO and LUMO (eV) = 9.4

Here are the natural (NBO) charges for atoms 1 to 6, given in e: -0.2238, -0.6507, -0.2043, -0.5412, -0.0654, -0.2402

(2)
Density functional theory data (the ωB97M-V functional and the def2-TZVPD basis) for C4H12N2S in the gas phase.

Structure (ORCA input):
```
! wB97M-V def2-TZVPD RIJCOSX def2/J DEFGRID3
* xyz 0 1
C 0.9439 0.6070 -0.0931
N -0.1714 -0.2698 0.2587
C -1.4850 0.0898 -0.1846
C -2.5891 -0.0152 0.8491
S -2.2314 0.7528 2.4593
C 1.8886 -0.0293 -1.1127
N 2.6288 -1.1419 -0.5663
H 0.5739 1.5364 -0.5344
H 1.5165 0.8792 0.8001
H -1.0864 1.3364 2.0911
H -1.8477 -0.4318 -1.0776
H -1.5225 1.1152 -0.5577
H -3.4791 0.4624 0.4482
H -2.8816 -1.0448 1.0557
H 2.6560 0.7388 -1.2930
H 1.4094 -0.2844 -2.0546
H 2.4461 -2.0908 -0.8234
H 0.1024 -1.2186 0.0465
H 3.1284 -0.9914 0.2887
*
```

- E_HOMO (eV) = -8.40
- SMILES = NCCNCCS
- gap between HOMO and LUMO (eV) = 9.4

Here are the natural (NBO) charges for atoms 1 to 6, given in e: -0.2170, -0.6505, -0.2272, -0.5107, -0.0547, -0.2255

(3)
Density functional theory data (the ωB97M-V functional and the def2-TZVPD basis) for a 2-piece molecular cluster, C4H12N2S overall.

Structure (ORCA input):
```
! wB97M-V def2-TZVPD RIJCOSX def2/J DEFGRID3
* xyz 0 1
C -1.8214 1.0500 -1.0743
C -2.1851 0.8629 0.4174
S -1.0183 1.6244 1.5217
H -0.9516 0.4701 -1.3308
H -1.6309 2.0960 -1.3103
H -2.6424 0.6234 -1.7589
H -2.2418 -0.2273 0.6233
H -3.1682 1.3481 0.5509
C 1.6883 -0.6727 -0.4742
C 1.3694 -1.9597 -0.6592
N 1.2105 -2.5320 -1.9523
N 2.0709 -0.0784 0.7394
H 1.7738 0.1131 -1.2752
H 1.3447 -2.6574 0.2844
H 1.0825 -3.5230 -1.8919
H 0.4296 -2.1839 -2.4750
H -0.1026 0.6054 1.4437
H 2.7324 0.6888 0.6017
H 2.3903 -0.7550 1.4232
*
```

- E_HOMO (eV) = -7.60
- SMILES = N/C=C/N.CCS
- gap between HOMO and LUMO (eV) = 8.6

Here are the natural (NBO) charges for atoms 1 to 6, given in e: -0.6120, -0.5424, -0.0568, 0.2038, 0.2111, 0.1996

(4)
Density functional theory data (the ωB97M-V functional and the def2-TZVPD basis) for C4H12N2S in the gas phase.

Structure (ORCA input):
```
! wB97M-V def2-TZVPD RIJCOSX def2/J DEFGRID3
* xyz 0 1
C -1.4827 -0.8308 -0.3882
N -0.6884 -1.0114 0.8103
C 0.7729 -0.9765 0.7661
C 1.2812 0.3845 1.1824
S 3.0881 0.5148 1.0265
C -1.4267 0.5386 -1.0304
N -0.0981 0.7799 -1.6582
H -2.5183 -0.9792 -0.0845
H -1.3162 -1.5868 -1.1740
H -0.9993 -1.8641 1.2433
H 1.1406 -1.6872 1.5088
H 1.1262 -1.2670 -0.2279
H 0.9212 0.6354 2.1713
H 0.8753 1.1467 0.5388
H 3.1853 1.7202 1.5853
H -1.6540 1.3215 -0.3291
H -2.1699 0.6241 -1.8256
H -0.2516 0.8149 -2.6595
H 0.2145 1.7224 -1.4554
*
```

- E_HOMO (eV) = -8.74
- SMILES = NCCNCCS
- gap between HOMO and LUMO (eV) = 9.7

Here are the natural (NBO) charges for atoms 1 to 6, given in e: -0.2193, -0.6317, -0.2347, -0.5022, -0.0585, -0.2345

(5)
Density functional theory data (the ωB97M-V functional and the def2-TZVPD basis) for a 2-piece molecular cluster, C4H12N2S overall.

Structure (ORCA input):
```
! wB97M-V def2-TZVPD RIJCOSX def2/J DEFGRID3
* xyz 0 1
C 2.1429 -0.3732 -0.3253
C 0.6284 -0.2768 -0.5212
C 0.3588 1.1675 -1.1072
S -1.3049 1.2309 -1.7870
N 0.1074 -0.2583 0.8072
C -1.3227 -0.1558 0.8987
N -1.6873 -0.6287 2.1757
H 2.1087 -1.3754 0.0915
H 2.6349 -0.4731 -1.2600
H 2.4299 0.3746 0.4248
H 0.2078 -1.1740 -1.0093
H 0.3764 1.9298 -0.3137
H 0.9934 1.6050 -1.8642
H -0.2817 0.4600 -3.4198
H 0.4305 -1.1516 1.3223
H -1.8130 0.8081 0.6515
H -1.7006 -0.9057 0.2001
H -2.6512 -0.9523 2.1830
H -1.6577 0.1490 2.8530
*
```

- E_HOMO (eV) = -8.80
- gap between HOMO and LUMO (eV) = 7.7

Here are the natural (NBO) charges for atoms 1 to 6, given in e: -0.6135, -0.0552, -0.5667, 0.0114, -0.6520, -0.0450

(6)
Density functional theory data (the ωB97M-V functional and the def2-TZVPD basis) for an isolated ion of composition C4H12N2S and charge +1.

Structure (ORCA input):
```
! wB97M-V def2-TZVPD RIJCOSX def2/J DEFGRID3
* xyz 1 2
N 1.7215 0.3078 0.8114
C 0.4683 -0.0098 0.1338
C -0.7039 0.3593 1.0511
C -1.9273 -0.4620 0.7617
S -1.8843 -2.1248 1.4216
C 0.2636 0.6222 -1.2380
N 1.1217 0.0899 -2.2747
H 2.5004 -0.0499 0.2710
H 1.8259 1.3161 0.8737
H 0.4470 -1.1029 0.0081
H -0.3856 0.2548 2.0862
H -0.9539 1.4195 0.9284
H -2.8952 -0.0259 1.0329
H -2.0020 -0.6976 -0.3241
H -0.5910 -2.1279 1.7778
H -0.7923 0.4963 -1.5406
H 0.3758 1.7059 -1.1408
H 1.6377 -0.7327 -1.9878
H 1.7735 0.7617 -2.6518
*
```

- E_HOMO (spin up / spin down) (eV) = -12.78 / -12.54
- gap between HOMO and LUMO (spin up / spin down) (eV) = 9.1 / 3.6

Here are the natural (NBO) charges for atoms 1 to 6, given in e: -0.8249, -0.0496, -0.4453, -0.5800, 0.6664, -0.2326

What did we get for energy relative to the best compared isomer or geometry (same formula, charge and spin)? Answer: 2.785, 0.788, 1.129, 0.558, 3.950, 1.734 eV, in the order shown.
What did we get for maximum force? Answer: 4.799, 1.744, 2.356, 1.072, 4.646, 0.625 eV/Å, in the order shown.